# 1
The following is a DFT calculation (ωB97M-V with the def2-TZVPD basis set) of one molecule with the formula C6H9ClN2O in a non-equilibrium geometry.

## Properties
SMILES = CC(C)(CCl)[C@H](C#N)N=O
ΔE to the lowest compared entry with this formula, charge and spin = 2.771 eV
LUMO = -0.9 eV
HOMO = -9.85 eV
E_tot = -878.8336 Eh

Element x y z (Å)
C (1.73, 0.75, 1.09)
C (0.67, -1.24, -0.82)
C (0.15, 1.22, -1.25)
C (-1.61, -0.40, -0.19)
C (0.35, 0.42, 1.18)
C (-0.06, -0.03, -0.35)
N (2.86, 0.77, 1.21)
N (0.19, -0.77, 2.13)
O (-0.88, -0.75, 2.70)
Cl (-2.80, 0.88, 0.36)
H (0.11, -1.79, -1.61)
H (0.94, -1.83, 0.07)
H (1.63, -1.04, -1.35)
H (-0.37, 1.01, -2.22)
H (1.23, 1.26, -1.23)
H (-0.25, 2.14, -0.82)
H (-2.08, -0.58, -1.20)
H (-1.53, -1.26, 0.50)
H (-0.28, 1.25, 1.77)

***

# 2
The following is a DFT calculation (ωB97M-V with the def2-TZVPD basis set) of a 6-piece molecular cluster, C41H37BrF23NO18 overall in a non-equilibrium geometry.

## Properties
SMILES = CN(C)C(=O)C[C@]1(CC(=O)F)CO[C@](C(F)(F)c2cccc(C(F)(F)F)c2)(C(F)(F)C(F)(F)C(F)(F)C(F)(F)C(F)(F)C(F)(F)C(F)(F)C(F)(F)F)[C@@H]1Br.O=C1OCCO1.O=C1OCCO1.O=C1OCCO1.O=C1OCCO1.O=C1OCCO1
LUMO = -1.8 eV
HOMO = -9.20 eV
E_tot = -7863.6079 Eh

Element x y z (Å)
C (-5.43, 2.07, 1.02)
N (-4.55, 1.53, -0.12)
C (-4.52, 0.01, 0.18)
C (-3.10, 1.96, 0.19)
O (-2.97, 2.87, 1.15)
C (-1.83, 1.22, -0.61)
C (-0.54, 2.19, -0.84)
C (-1.20, 3.59, -1.48)
C (-2.19, 3.27, -2.78)
O (-3.48, 3.70, -2.75)
F (-1.77, 2.60, -4.03)
C (0.60, 1.86, -1.97)
O (1.93, 2.29, -1.43)
C (2.07, 2.44, 0.06)
C (2.59, 4.03, 0.21)
F (3.97, 4.25, -0.27)
F (1.75, 4.91, -0.69)
C (2.47, 4.69, 1.68)
C (2.33, 3.98, 3.14)
C (2.17, 4.88, 4.54)
C (2.18, 6.54, 4.52)
C (2.38, 7.27, 3.07)
C (2.45, 8.93, 3.08)
F (1.55, 9.56, 2.06)
F (3.81, 9.47, 2.86)
F (1.97, 9.45, 4.41)
C (2.51, 6.36, 1.71)
C (3.22, 1.42, 0.41)
F (4.20, 1.41, -0.74)
F (4.09, 1.96, 1.53)
C (3.02, -0.13, 0.80)
F (4.49, -0.53, 0.99)
F (2.58, -0.31, 2.24)
C (2.46, -1.19, -0.27)
F (3.47, -2.32, -0.35)
F (2.46, -0.69, -1.70)
C (1.02, -1.91, -0.07)
F (0.31, -1.69, 1.20)
F (0.11, -1.22, -1.07)
C (0.90, -3.48, -0.58)
F (-0.59, -3.62, -0.86)
F (1.49, -3.71, -1.95)
C (1.17, -4.65, 0.49)
F (0.51, -4.52, 1.82)
F (0.47, -5.86, -0.11)
C (2.70, -5.17, 0.72)
F (3.53, -5.24, -0.54)
F (2.56, -6.63, 1.11)
C (3.54, -4.49, 1.94)
F (3.04, -3.19, 2.43)
F (3.65, -5.43, 3.09)
F (4.93, -4.23, 1.40)
C (0.49, 2.39, 0.48)
Br (-0.09, 1.52, 2.22)
H (-6.53, 1.63, 0.88)
H (-5.08, 1.66, 2.08)
H (-5.55, 3.24, 0.99)
H (-4.17, -0.62, -0.75)
H (-3.68, -0.11, 1.01)
H (-5.52, -0.34, 0.67)
H (-2.28, 0.76, -1.62)
H (-1.61, 0.26, 0.07)
H (-0.36, 4.30, -1.95)
H (-1.73, 4.25, -0.67)
H (0.54, 2.58, -2.92)
H (0.57, 0.81, -2.54)
H (2.34, 2.81, 3.20)
H (2.06, 4.26, 5.53)
H (2.05, 7.14, 5.52)
H (2.65, 6.96, 0.69)
H (0.17, 3.51, 0.74)
C (-0.38, -2.23, -5.44)
C (-1.21, -1.35, -4.55)
O (-0.42, -0.18, -4.43)
C (0.40, -0.14, -5.51)
O (1.09, 0.82, -5.81)
O (0.35, -1.31, -6.22)
H (-0.99, -2.88, -6.07)
H (0.32, -2.85, -4.87)
H (-2.17, -1.09, -5.01)
H (-1.40, -1.80, -3.57)
C (-2.56, -8.44, 2.37)
C (-1.73, -8.05, 1.19)
O (-2.68, -7.95, 0.14)
C (-3.89, -7.72, 0.72)
O (-4.90, -7.42, 0.11)
O (-3.83, -7.87, 2.08)
H (-2.17, -8.04, 3.30)
H (-2.67, -9.52, 2.46)
H (-1.25, -7.07, 1.32)
H (-0.97, -8.79, 0.95)
C (-4.70, 6.40, 2.30)
C (-4.71, 5.92, 3.71)
O (-3.43, 5.34, 3.87)
C (-2.62, 5.91, 2.94)
O (-1.41, 5.77, 2.90)
O (-3.33, 6.67, 2.06)
H (-5.31, 7.30, 2.15)
H (-5.04, 5.63, 1.59)
H (-4.82, 6.74, 4.43)
H (-5.50, 5.19, 3.90)
C (6.04, -2.31, 4.77)
C (6.47, -3.67, 4.32)
O (7.79, -3.78, 4.81)
C (7.89, -2.91, 5.86)
O (8.84, -2.87, 6.63)
O (6.79, -2.11, 5.95)
H (4.97, -2.26, 4.98)
H (6.30, -1.53, 4.05)
H (5.86, -4.47, 4.77)
H (6.45, -3.78, 3.23)
C (-3.91, -3.97, -9.17)
C (-3.58, -2.57, -8.78)
O (-3.10, -2.70, -7.45)
C (-2.66, -3.99, -7.32)
O (-2.03, -4.40, -6.36)
O (-3.00, -4.74, -8.41)
H (-3.76, -4.15, -10.24)
H (-4.93, -4.25, -8.91)
H (-2.78, -2.13, -9.40)
H (-4.45, -1.91, -8.81)

***

# 3
The following is a DFT calculation (ωB97M-V with the def2-TZVPD basis set) of a 12-piece molecular cluster, C5H34N2O12 overall in a non-equilibrium geometry.

## Properties
SMILES = C[C@H](N)C(=O)N(C)C.O.O.O.O.O.O.O.O.O.O.O
ΔE to the lowest compared entry with this formula, charge and spin = 5.483 eV
LUMO = 0.1 eV
HOMO = -9.92 eV
E_tot = -1223.1815 Eh

Element x y z (Å)
O (-0.29, -1.56, -0.90)
C (-0.25, -2.46, -0.06)
N (-0.86, -2.29, 1.17)
C (-0.26, -2.64, 2.46)
C (-1.77, -1.24, 1.28)
C (0.60, -3.72, -0.35)
C (1.71, -3.67, 0.59)
N (0.98, -3.81, -1.76)
H (-1.11, -2.67, 3.15)
H (0.17, -3.73, 2.38)
H (0.42, -1.93, 2.90)
H (-2.40, -1.17, 0.33)
H (-1.38, -0.31, 1.69)
H (-2.46, -1.43, 2.18)
H (0.08, -4.69, -0.12)
H (1.89, -2.60, 1.05)
H (1.65, -4.43, 1.40)
H (2.70, -3.80, 0.06)
H (1.89, -3.45, -1.84)
H (0.34, -3.40, -2.29)
H (0.25, 1.23, -5.06)
H (-0.17, 0.94, -3.72)
O (0.14, 1.60, -4.23)
H (-0.24, 0.99, -0.14)
H (1.43, 1.14, -0.02)
O (0.57, 1.54, -0.03)
H (-1.22, 4.83, -1.11)
H (-1.75, 3.78, -0.12)
O (-1.86, 4.68, -0.35)
H (4.07, -0.07, -0.37)
H (4.45, -0.14, 1.17)
O (4.46, 0.33, 0.40)
H (-4.49, 0.41, 0.09)
H (-4.06, 0.90, -1.28)
O (-3.96, 0.19, -0.71)
H (2.06, 0.42, 2.94)
H (3.48, 0.65, 3.03)
O (2.85, 0.00, 2.93)
H (-1.33, 0.29, -1.93)
H (-1.07, -1.18, -2.41)
O (-1.43, -0.34, -2.74)
H (0.49, 3.36, 0.64)
H (0.03, 4.46, 1.44)
O (-0.01, 3.48, 1.38)
H (0.34, 3.48, -1.21)
H (0.52, 3.26, -2.66)
O (0.13, 3.98, -2.06)
H (-1.28, 2.76, -2.23)
H (-2.83, 2.71, -1.85)
O (-1.91, 2.32, -1.76)
H (0.01, 0.23, 2.66)
H (0.26, 1.79, 2.71)
O (0.39, 0.99, 3.26)

***

# 4
The following is a DFT calculation (ωB97M-V with the def2-TZVPD basis set) of an isolated ion of composition C4H8NS and charge +1 in a non-equilibrium geometry.

## Properties
ΔE to the lowest compared entry with this formula, charge and spin = 2.060 eV
LUMO = -6.6 eV
net charge = +1
HOMO = -13.51 eV
E_tot = -609.7943 Eh

Element x y z (Å)
C (-0.12, 0.93, 0.09)
C (-0.55, 0.16, 1.18)
C (0.56, 0.70, -1.21)
C (-0.48, -1.17, 1.44)
N (1.07, -0.62, -1.49)
S (-1.43, -1.90, 2.66)
H (-0.58, 2.02, -0.08)
H (-1.03, 0.81, 1.98)
H (-0.11, 0.89, -2.05)
H (1.31, 1.33, -1.32)
H (-0.05, -1.94, 0.74)
H (1.70, -0.98, -0.82)
H (0.45, -1.31, -1.82)
H (-1.73, -0.75, 3.12)

***

# 5
The following is a DFT calculation (ωB97M-V with the def2-TZVPD basis set) of one molecule with the formula C3H8NP in a non-equilibrium geometry.

## Properties
SMILES = C=PN(C)C
ΔE to the lowest compared entry with this formula, charge and spin = 1.349 eV
LUMO = 0.8 eV
HOMO = -8.42 eV
E_tot = -515.1308 Eh

Element x y z (Å)
C (-1.42, 1.75, -0.08)
C (1.10, 0.42, 0.07)
C (0.15, -1.87, -0.11)
N (-0.05, -0.46, 0.33)
P (-1.64, 0.10, -0.01)
H (-2.32, 2.27, 0.05)
H (-0.51, 2.23, 0.36)
H (0.96, 1.15, -0.72)
H (1.16, 0.89, 1.00)
H (1.98, -0.11, -0.46)
H (-0.82, -2.21, -0.10)
H (0.68, -1.91, -1.03)
H (0.75, -2.26, 0.69)

***

# 6
The following is a DFT calculation (ωB97M-V with the def2-TZVPD basis set) of a 5-piece molecular cluster, C19H46O10S2 overall.

## Properties
SMILES = CCOC(=O)CCC[C@H](OCCOCS)S(C)(=O)=O.CCO.CCO.CCO.CCO
LUMO = 0.4 eV
HOMO = -8.71 eV
E_tot = -2300.1933 Eh

Element x y z (Å)
C (1.43, 0.56, 0.47)
C (0.83, 1.79, -0.19)
O (-0.29, 2.28, 0.55)
C (-1.43, 1.54, 0.38)
O (-1.89, 1.26, -0.69)
C (-2.01, 1.19, 1.71)
C (-3.28, 0.34, 1.67)
C (-3.24, -0.85, 2.63)
C (-2.76, -2.26, 2.22)
O (-1.51, -2.62, 2.72)
C (-0.37, -2.16, 2.00)
C (0.89, -2.40, 2.82)
O (1.86, -3.14, 2.08)
C (2.86, -2.36, 1.47)
S (4.08, -3.57, 0.91)
S (-2.87, -2.68, 0.46)
C (-4.62, -2.61, 0.18)
O (-2.21, -1.71, -0.37)
O (-2.48, -4.05, 0.34)
H (1.27, 0.62, 1.54)
H (0.99, -0.34, 0.07)
H (2.49, 0.50, 0.27)
H (0.56, 1.57, -1.22)
H (1.58, 2.58, -0.22)
H (-1.25, 0.74, 2.33)
H (-2.22, 2.15, 2.18)
H (-3.54, 0.10, 0.65)
H (-4.07, 0.99, 2.04)
H (-4.24, -0.99, 3.03)
H (-2.63, -0.57, 3.49)
H (-3.45, -2.97, 2.66)
H (-0.25, -2.72, 1.07)
H (-0.48, -1.11, 1.74)
H (0.62, -3.01, 3.67)
H (1.32, -1.46, 3.16)
H (3.30, -1.65, 2.17)
H (2.49, -1.83, 0.59)
H (4.87, -2.74, 0.24)
H (-5.14, -2.82, 1.11)
H (-4.90, -1.65, -0.24)
H (-4.80, -3.42, -0.51)
C (-6.45, 4.33, 0.45)
C (-5.85, 4.17, 1.84)
O (-4.87, 3.13, 1.88)
H (-6.90, 3.40, 0.12)
H (-7.21, 5.11, 0.45)
H (-5.68, 4.61, -0.27)
H (-6.61, 3.88, 2.55)
H (-5.40, 5.11, 2.18)
H (-4.17, 3.36, 1.25)
C (6.89, 0.79, 1.25)
C (6.39, -0.46, 0.55)
O (5.07, -0.29, 0.03)
H (6.22, 1.06, 2.06)
H (7.89, 0.65, 1.65)
H (6.92, 1.63, 0.55)
H (6.35, -1.30, 1.25)
H (7.07, -0.74, -0.26)
H (5.10, 0.43, -0.60)
C (2.47, -3.76, -2.75)
C (1.51, -2.61, -3.01)
O (2.04, -1.36, -2.59)
H (2.71, -3.82, -1.68)
H (2.03, -4.71, -3.06)
H (3.40, -3.62, -3.29)
H (0.58, -2.74, -2.46)
H (1.26, -2.57, -4.08)
H (2.87, -1.21, -3.07)
C (0.64, 2.99, -3.96)
C (1.40, 3.38, -5.21)
O (2.62, 2.64, -5.34)
H (1.26, 3.15, -3.07)
H (-0.28, 3.57, -3.85)
H (0.37, 1.93, -3.98)
H (1.69, 4.42, -5.18)
H (0.78, 3.23, -6.10)
H (2.39, 1.71, -5.38)

***

# 7
The following is a DFT calculation (ωB97M-V with the def2-TZVPD basis set) of one molecule with the formula C2H2ClIO2 in a non-equilibrium geometry.

## Properties
SMILES = O=C(Cl)OCI
ΔE to the lowest compared entry with this formula, charge and spin = 0.000 eV
LUMO = 0.2 eV
HOMO = -9.31 eV
E_tot = -985.7504 Eh

Element x y z (Å)
C (-0.60, 0.41, -0.99)
C (0.56, -0.46, 0.72)
O (-0.61, 1.49, -0.52)
O (-0.15, -0.70, -0.43)
Cl (-1.05, 0.05, -2.59)
I (-0.64, 0.59, 2.16)
H (1.57, -0.03, 0.36)
H (0.91, -1.36, 1.29)

***

# 8
The following is a DFT calculation (ωB97M-V with the def2-TZVPD basis set) of C7H14 as an isolated structure.

## Properties
ΔE to the lowest compared entry with this formula, charge and spin = 4.896 eV
LUMO = 1.1 eV
HOMO = -7.70 eV
E_tot = -274.9363 Eh

Element x y z (Å)
C (-1.36, 1.48, -0.42)
C (-1.19, -0.47, 0.68)
C (-2.32, -1.15, -0.05)
C (0.16, -0.91, 0.19)
C (1.34, -0.12, 0.72)
C (2.70, -0.34, 0.14)
C (1.97, 0.95, -0.12)
H (-1.07, 0.97, -1.33)
H (-2.40, 1.82, -0.47)
H (-0.68, 2.31, -0.19)
H (-1.32, 0.84, 0.63)
H (-3.28, -0.64, 0.10)
H (-2.16, -1.33, -1.12)
H (-2.41, -2.14, 0.43)
H (0.22, -1.94, 0.58)
H (0.24, -1.02, -0.91)
H (1.29, 0.07, 1.79)
H (3.56, -0.32, 0.80)
H (2.79, -1.04, -0.69)
H (1.58, 1.12, -1.12)
H (2.33, 1.85, 0.37)

***

# 9
The following is a DFT calculation (ωB97M-V with the def2-TZVPD basis set) of a 2-piece molecular cluster, C8H10N2P overall in a non-equilibrium geometry.

## Properties
ΔE to the lowest compared entry with this formula, charge and spin = 2.904 eV
LUMO (spin up / spin down) = -7.1 / -7.1 eV
net charge = +1
HOMO (spin up / spin down) = -12.14 / -12.14 eV
E_tot = -761.3384 Eh

Element x y z (Å)
C (-2.38, -1.41, 0.07)
C (-2.72, -0.18, -0.42)
C (-1.01, -1.78, 0.37)
C (-1.72, 0.73, -0.73)
C (1.72, 0.37, -0.11)
C (-0.08, -0.75, 0.32)
C (-0.43, 0.54, -0.22)
C (2.11, -1.89, 0.98)
N (1.32, -0.79, 0.45)
N (0.79, 1.19, -0.49)
P (0.38, 3.91, -0.42)
H (-3.22, -2.07, 0.05)
H (-3.83, 0.06, -0.70)
H (-0.95, -2.85, 0.64)
H (-2.05, 1.61, -1.17)
H (2.83, 0.71, -0.13)
H (2.70, -2.31, 0.11)
H (2.78, -1.40, 1.65)
H (1.36, -2.58, 1.42)
H (0.74, 4.66, -1.69)
H (1.67, 4.24, 0.01)

***

# 10
The following is a DFT calculation (ωB97M-V with the def2-TZVPD basis set) of one molecule with the formula C5H8O.

## Properties
ΔE to the lowest compared entry with this formula, charge and spin = 3.239 eV
LUMO = 0.9 eV
HOMO = -9.47 eV
E_tot = -270.4389 Eh

Element x y z (Å)
O (1.44, -0.25, 1.58)
C (0.60, -0.17, 0.47)
C (-0.87, -0.36, 0.78)
C (-0.87, 0.16, -0.66)
C (0.30, 1.10, -0.33)
C (0.06, -0.95, -1.09)
H (2.12, 0.43, 1.61)
H (-1.26, 0.31, 1.56)
H (-1.15, -1.40, 0.96)
H (-1.74, 0.53, -1.20)
H (0.97, 1.33, -1.17)
H (0.04, 1.99, 0.24)
H (-0.38, -1.96, -1.06)
H (0.50, -0.79, -2.09)

***

# 11
The following is a DFT calculation (ωB97M-V with the def2-TZVPD basis set) of a 8-piece molecular cluster, C7H30NO7 overall in a non-equilibrium geometry.

## Properties
ΔE to the lowest compared entry with this formula, charge and spin = 2.547 eV
LUMO = -3.0 eV
net charge = +1
HOMO = -12.40 eV
E_tot = -865.8591 Eh

Element x y z (Å)
C (-2.29, 2.40, 0.86)
C (-1.42, 1.12, 1.04)
C (-2.35, -0.01, 1.36)
C (-1.70, -1.00, 2.41)
C (0.12, -2.54, 1.45)
C (-1.16, -2.23, 1.68)
C (-2.23, -3.07, 1.06)
N (-0.73, 0.91, -0.35)
H (-2.84, 2.49, -0.06)
H (-1.70, 3.28, 1.07)
H (-3.11, 2.41, 1.59)
H (-0.65, 1.36, 1.83)
H (-3.34, 0.21, 1.78)
H (-2.74, -0.60, 0.47)
H (-0.87, -0.50, 2.95)
H (-2.44, -1.13, 3.23)
H (0.21, -3.56, 1.12)
H (1.02, -2.07, 1.78)
H (-3.19, -3.13, 1.52)
H (-2.46, -2.56, 0.12)
H (-2.02, -4.14, 0.78)
H (0.27, 0.84, -0.34)
H (-1.11, 0.02, -0.75)
H (-0.83, 1.72, -0.99)
H (2.94, 0.15, 0.29)
H (4.18, -0.62, 0.18)
O (3.22, -0.75, 0.11)
H (3.46, 2.82, 1.17)
H (3.15, 1.64, 2.06)
O (3.47, 1.86, 1.17)
H (3.21, -1.68, -1.70)
H (2.75, -3.06, -1.26)
O (3.05, -2.56, -2.03)
H (2.08, 2.94, -1.30)
H (1.77, 2.20, -2.44)
O (2.36, 2.10, -1.68)
H (-0.42, 3.70, -2.47)
H (-0.47, 4.12, -0.97)
O (-0.71, 3.43, -1.60)
H (-3.04, -0.91, -2.12)
H (-1.96, -0.21, -3.06)
O (-2.31, -0.29, -2.16)
H (0.22, -1.59, -0.61)
H (1.49, -1.44, -1.24)
O (0.63, -0.97, -1.24)